Entry 1:
CH3ClN2O2 | ωB97M-V with the def2-TZVPD basis set

The net charge is 0. The multiplicity is 1. The value obtained for the HOMO energy is -9.154 eV. Its structure (SMILES) is C=[NH+][O-].O=NCl. Its LUMO energy is -1.96 eV. The calculation puts the orbital gap at 7.197 eV.

Cartesian coordinates (Å):
H: -1.13446 -2.21529 0.62745
Cl: 2.65060 1.94179 0.77720
O: 0.72890 1.86084 -0.97428
H: 0.02826 -0.89630 1.32441
O: -1.53120 -0.57732 -1.47118
C: -0.61395 -1.30468 0.53210
N: -0.96377 -0.47558 -0.38169
N: 1.35151 1.15405 -0.25103
H: -0.51591 0.51250 -0.18299

***

Entry 2:
CH3ClN2O2 | ωB97M-V with the def2-TZVPD basis set

The net charge is 0. The multiplicity is 1. The value obtained for the HOMO energy (alpha / beta) is -9.545 / -9.548 eV. Its structure (SMILES) is [O-]/[N+](CCl)=N\O. Its LUMO energy (alpha / beta) is -0.59 / -0.59 eV. The calculation puts the orbital gap (alpha / beta) at 8.953 / 8.957 eV.

Cartesian coordinates (Å):
N: 1.15811 -0.14245 -0.17557
O: 1.78080 -1.23538 -0.46741
O: -0.87370 -1.63325 -0.01477
Cl: -1.49824 1.26676 1.83361
C: -0.93409 0.78602 0.22563
H: -1.85132 0.62956 -0.41505
N: -0.07277 -0.29313 0.12660
H: -0.25907 1.70780 -0.06831
H: 2.55028 -1.08592 -1.04473

***

Entry 3:
CH3ClN2O2 | ωB97M-V with the def2-TZVPD basis set

As for the expectation value of S²: 2.016. The net charge is 0. The multiplicity is 3. The value obtained for the HOMO energy (alpha / beta) is -6.478 / -11.167 eV. Its LUMO energy (alpha / beta) is 0.35 / -2.47 eV. The calculation puts the orbital gap (alpha / beta) at 6.825 / 8.700 eV.

Cartesian coordinates (Å):
Cl: 1.32862 -1.71974 0.52733
H: 0.85043 -2.45190 1.52287
N: -0.23557 1.48451 0.56977
H: 0.48604 0.69540 -2.56919
H: -1.87657 1.05508 1.11480
O: 2.08923 1.57727 -2.09531
N: -0.52155 1.24565 -0.58886
O: -1.05045 1.29850 1.58560
C: 0.95531 1.24605 -1.80745

***

Entry 4:
CH3ClN2S | ωB97M-V with the def2-TZVPD basis set

The net charge is 0. The multiplicity is 1. The value obtained for the HOMO energy is -8.924 eV. Its structure (SMILES) is NNC(=S)Cl. Its LUMO energy is 0.31 eV. The calculation puts the orbital gap at 9.235 eV.

Cartesian coordinates (Å):
N: 0.36835 -0.31753 -0.17768
H: 0.70293 -0.73919 0.76409
H: 0.28833 -1.01027 -0.92549
C: -2.01294 0.13567 -0.01574
S: -3.36701 1.11979 -0.00277
Cl: -2.14587 -1.64155 0.00164
H: -0.47600 1.52976 -0.15013
N: -0.70294 0.53874 -0.00857

***

Entry 5:
CH3ClNO2S | ωB97M-V with the def2-TZVPD basis set

The net charge is -1. The multiplicity is 1. The value obtained for the HOMO energy is -3.945 eV. Its LUMO energy is 3.64 eV. The calculation puts the orbital gap at 7.581 eV.

Cartesian coordinates (Å):
O: -2.30688 0.52277 1.24634
S: -1.64901 0.50720 -0.06151
N: -0.19917 -0.79001 0.07705
Cl: -0.28775 -2.07446 -1.00552
H: 1.81424 -0.75389 -0.54024
H: 0.82853 0.82051 -0.46474
O: -0.70709 1.77515 -0.28670
H: 1.46734 0.11915 1.02184
C: 1.03979 -0.12643 0.01349

***

Entry 6:
CH3ClNO2S | ωB97M-V with the def2-TZVPD basis set

The net charge is -1. The multiplicity is 1. The value obtained for the HOMO energy is -3.909 eV. Its LUMO energy is 3.53 eV. The calculation puts the orbital gap at 7.442 eV.

Cartesian coordinates (Å):
H: -0.56573 -0.02533 -0.63297
O: 1.03218 -3.27503 -1.77493
C: 0.18722 -0.11270 0.10568
S: 0.77818 -1.86879 -1.93302
O: -0.86543 -1.44329 -2.19368
H: 0.79541 0.93929 0.10718
N: 0.98522 -1.21853 -0.24349
Cl: 2.62427 -1.04615 0.36212
H: -0.10126 -0.21140 1.30788

***

The records above yield E values of -759.884387, -759.872166, -759.812890, -1007.752541, -1103.505332, -1103.473921 Ha, respectively.
The records above yield energy above the lowest of the compared OMol25 structures with the same formula, charge and spin values of 333.57, 365.66, 208.43, 78.09, 186.72, 269.19 kJ/mol, respectively.